# 1
ORCA calculation (the ωB97M-V functional and the def2-TZVPD basis) on a 10-piece molecular cluster, C58H104N8O14 overall at a distorted geometry.

Results
charge	+4
calculated total energy	-3762.4987	Ha
Kohn-Sham gap	1.279	eV
lowest unoccupied orbital energy	-9.420	eV
E_HOMO	-10.7	eV

Last column: Mulliken charge in e.
CARTESIAN COORDINATES (ANGSTROEM)
1 O 2.150 3.610 0.081  -0.711
2 O 3.905 -2.116 -1.239  -0.701
3 O 3.480 -1.538 -3.435  -0.475
4 O 0.603 5.162 -0.273  -0.571
5 O 1.006 0.167 5.464  -0.911
6 O 0.129 -0.327 0.827  -0.190
7 O 3.139 0.486 5.198  -0.447
8 O 5.872 3.473 4.842  -0.520
9 O 2.500 -0.799 6.916  -0.534
10 O 5.003 -3.028 -2.994  -0.829
11 O -0.070 -2.905 4.969  -0.039
12 O 5.569 5.522 3.820  -0.691
13 O 3.890 4.070 4.133  -0.781
14 O 0.292 3.530 1.301  -0.792
15 N -2.329 5.125 -2.496  0.110
16 N -1.104 -1.242 7.063  0.073
17 N -1.871 9.020 -8.252  0.010
18 N 0.665 -3.568 -5.004  0.996
19 N 7.317 -0.652 3.188  0.019
20 N 1.650 1.440 2.607  0.308
21 N 8.922 -2.804 -3.204  0.151
22 N -7.421 0.054 5.811  0.298
23 C -0.451 -4.410 -5.630  -1.067
24 C -6.060 -0.029 3.618  -0.359
25 C 6.886 -0.287 4.570  -0.926
26 C -1.105 5.387 -2.982  -0.348
27 C -1.772 -5.201 -7.563  -0.676
28 C 1.507 -0.521 1.074  -0.650
29 C -7.443 1.540 5.720  -0.884
30 C -2.951 8.433 -6.236  -0.777
31 C 8.242 -2.147 1.679  -0.833
32 C 8.206 -1.741 -0.785  0.450
33 C -9.735 0.905 5.796  -0.762
34 C -8.788 1.947 5.178  -0.635
35 C 7.836 -1.382 0.600  1.098
36 C -1.755 9.947 -9.390  -0.964
37 C -0.846 8.200 -7.930  -0.408
38 C 5.107 4.469 4.241  0.651
39 C -2.920 9.138 -7.422  -0.130
40 C 7.638 -2.465 -2.967  -0.159
41 C -3.452 5.384 -3.179  -0.039
42 C -7.254 -0.550 4.431  -1.047
43 C -2.720 -1.857 5.323  -1.157
44 C 1.231 -3.437 4.877  -0.772
45 C -0.732 -2.499 -3.189  -0.194
46 C -2.133 6.495 -4.854  1.152
47 C 0.372 -3.480 -3.526  -0.566
48 C 0.883 -2.231 -5.633  -1.054
49 C -6.315 -0.427 6.735  -1.026
50 C -6.157 -1.930 6.774  -0.355
51 C -8.828 -0.189 6.356  -0.583
52 C 7.277 -1.797 -1.822  -0.385
53 C 2.359 0.624 1.540  0.484
54 C -0.895 7.384 -6.827  -0.687
55 C 7.928 -1.835 2.974  -0.243
56 C -5.842 -0.787 2.329  -0.356
57 C -1.659 -5.547 -9.063  -1.261
58 C -5.423 -2.448 8.022  -1.541
59 C -0.862 -3.458 5.967  -1.218
60 C 0.984 3.974 0.361  0.843
61 C 2.190 0.032 5.868  0.503
62 C 2.002 -4.294 -5.200  -0.577
63 C -1.846 -2.404 6.436  0.514
64 C -0.556 -4.352 -7.150  -0.351
65 C -2.410 4.392 -1.211  -0.979
66 C 2.796 -3.512 -6.261  -0.458
67 C -0.992 6.083 -4.168  -0.695
68 C 3.737 0.161 1.998  -1.281
69 C 6.946 0.182 2.204  -0.799
70 C 9.880 -2.583 -2.295  -0.353
71 C 4.172 -2.224 -2.427  1.013
72 C 1.782 -2.494 -6.826  -0.818
73 C 9.514 -2.121 -1.052  -0.816
74 C -0.263 0.257 -0.389  -0.298
75 C -3.369 6.048 -4.385  -0.774
76 C 7.221 -0.170 0.894  -0.318
77 C 9.242 -3.422 -4.494  -0.933
78 C -2.006 7.446 -5.983  0.967
79 C -4.889 -0.108 1.355  -1.405
80 C -1.377 -2.719 -1.804  -1.745
81 H 7.109 0.591 0.131  0.543
82 H 4.374 0.255 1.114  0.439
83 H 3.540 -2.887 -5.772  -0.007
84 H -2.502 -2.792 7.216  0.289
85 H -0.972 -4.927 -9.634  0.346
86 H -8.883 1.894 4.092  0.270
87 H 7.258 -1.033 5.263  0.291
88 H -5.551 -2.293 5.941  0.123
89 H -1.275 -6.570 -9.069  0.306
90 H -1.978 4.861 -0.325  0.356
91 H -9.107 -1.222 6.137  0.485
92 H -9.117 2.949 5.441  0.445
93 H -1.317 0.530 -0.428  0.187
94 H -0.041 -1.756 -5.968  0.440
95 H 6.241 -1.599 -1.590  0.068
96 H -0.452 -1.458 -3.368  0.424
97 H -1.653 -3.780 -1.789  0.505
98 H -0.285 5.185 -2.306  0.306
99 H -1.716 -0.435 6.930  0.381
100 H 1.812 -3.239 5.791  0.373
101 H -0.035 6.734 -6.744  0.393
102 H 2.267 2.171 3.004  0.400
103 H 6.931 -2.722 -3.740  0.565
104 H 8.387 -3.930 -4.921  0.338
105 H -6.583 1.971 5.207  0.482
106 H 10.113 -4.073 -4.437  0.337
107 H -5.415 -1.755 2.617  0.314
108 H 1.370 -2.812 -7.778  0.248
109 H -4.643 -0.780 0.530  0.391
110 H -2.745 10.318 -9.647  0.372
111 H -7.112 -2.452 6.708  0.561
112 H 1.343 0.859 3.402  -0.172
113 H 3.850 -0.871 2.331  0.408
114 H -0.006 6.356 -4.515  0.385
115 H 4.047 -2.119 -4.017  0.071
116 H 2.365 -1.611 -7.095  0.568
117 H -8.214 -0.462 3.922  0.601
118 H -0.354 -5.441 -5.301  0.342
119 H -2.359 -2.251 -1.748  0.376
120 H 1.295 -4.517 4.725  0.368
121 H -5.434 0.108 6.373  0.634
122 H 8.601 -3.165 1.561  0.457
123 H -5.229 0.856 0.975  0.393
124 H -5.261 0.019 4.359  0.165
125 H -3.886 0.093 1.747  0.321
126 H 7.381 0.678 4.676  0.437
127 H -0.311 -3.824 6.842  0.478
128 H 3.446 -0.567 6.917  0.323
129 H -6.742 -1.078 1.784  0.419
130 H -5.268 -3.519 7.893  0.410
131 H 10.302 -2.010 -0.319  0.512
132 H 4.120 0.844 2.758  -0.043
133 H -7.097 -1.618 4.574  0.351
134 H -2.677 -4.615 -7.378  0.371
135 H 0.931 1.990 2.101  0.379
136 H -1.379 -4.009 -5.223  0.281
137 H -1.438 -4.318 5.606  0.484
138 H 0.020 8.356 -8.560  0.478
139 H -0.725 -3.343 -7.517  0.334
140 H 1.361 5.007 -0.881  0.277
141 H 2.404 1.449 0.820  0.334
142 H -7.289 2.015 6.694  0.569
143 H -3.284 -2.597 4.764  0.493
144 H 3.259 -4.101 -7.046  0.412
145 H -6.484 0.109 7.672  0.579
146 H -8.637 -0.251 7.429  0.439
147 H -10.454 0.468 5.107  0.368
148 H 9.609 -2.634 -5.158  0.379
149 H -6.040 -2.355 8.915  0.452
150 H -1.108 10.786 -9.148  0.368
151 H -1.435 9.438 -10.297  0.395
152 H -4.278 6.437 -4.824  0.473
153 H 5.014 3.024 5.040  0.348
154 H -0.754 -2.515 -0.938  0.359
155 H 1.281 -3.105 -3.044  0.002
156 H -3.424 -1.130 5.747  -0.103
157 H 5.800 -0.218 4.590  0.345
158 H -10.298 1.316 6.633  0.345
159 H -3.794 8.520 -5.565  0.512
160 H -0.094 -0.531 -1.136  -0.098
161 H 6.406 1.082 2.473  0.856
162 H 1.530 -1.279 1.866  0.046
163 H 0.341 -4.810 -7.572  0.411
164 H 10.893 -2.925 -2.450  0.386
165 H -1.864 3.457 -1.329  0.423
166 H -4.376 4.958 -2.821  0.393
167 H -2.623 -5.583 -9.564  0.376
168 H -3.450 4.186 -0.974  0.286
169 H 1.381 -1.486 -5.015  0.561
170 H -3.589 9.963 -7.620  0.412
171 H 0.262 -4.463 -3.070  0.561
172 H 8.158 -2.395 3.865  0.424
173 H 1.792 -2.861 4.144  -0.009
174 H 1.843 -5.320 -5.518  0.416
175 H -0.910 -1.395 8.047  0.402
176 H -2.102 -1.275 4.633  0.510
177 H 1.921 -1.059 0.211  0.367
178 H 0.300 1.118 -0.765  0.236
179 H -0.317 -0.980 6.433  0.007
180 H 2.548 -4.288 -4.259  0.473
181 H -4.461 -1.960 8.173  0.257
182 H -1.874 -6.077 -6.922  0.473
183 H -1.616 -2.565 -3.835  0.295
184 H -6.311 1.018 3.419  0.305

***

# 2
ORCA calculation (the ωB97M-V functional and the def2-TZVPD basis) on a 7-piece molecular cluster, C58H124N6O8 overall at a distorted geometry.

Results
charge	0
energy above the lowest of the compared OMol25 structures with the same formula, charge and spin	0.000	eV
calculated total energy	-3214.3972	Ha
Kohn-Sham gap	8.428	eV
lowest unoccupied orbital energy	0.355	eV
E_HOMO	-8.1	eV

Last column: Mulliken charge in e.
CARTESIAN COORDINATES (ANGSTROEM)
1 O 0.196 -7.404 1.467  -0.525
2 O -3.106 1.980 5.395  -0.494
3 O 0.586 -1.759 -1.656  0.401
4 O -1.276 0.271 -6.816  -0.617
5 O 3.646 0.907 3.590  -0.232
6 O 1.460 7.374 -1.327  -0.517
7 O 0.732 0.625 -0.018  0.307
8 O -6.225 1.229 -2.459  -0.588
9 N 4.908 0.285 3.626  0.186
10 N 0.567 6.414 -0.804  0.434
11 N -5.163 0.489 -1.930  0.816
12 N -3.538 0.679 4.971  0.098
13 N -0.063 -0.231 -6.269  1.019
14 N 0.160 -6.005 1.328  0.700
15 C 0.371 -2.601 -2.730  -0.908
16 C 7.584 -0.762 3.310  -0.842
17 C 0.698 6.945 1.687  -1.696
18 C -3.323 1.263 2.551  -1.486
19 C -4.190 0.727 3.651  2.599
20 C 0.734 0.981 1.357  0.099
21 C -3.181 -1.748 4.889  -1.605
22 C -3.860 1.153 -2.022  2.047
23 C 1.207 -3.978 0.521  -0.574
24 C 0.504 -1.270 -8.515  -1.861
25 C -3.446 1.381 -3.471  -1.519
26 C -0.965 4.356 0.536  0.656
27 C 1.871 -0.066 -0.479  -0.270
28 C -4.744 -0.642 3.343  -1.707
29 C -3.869 2.568 -1.376  -1.249
30 C 0.378 -1.453 -7.003  1.498
31 C 1.533 -0.746 -1.805  0.393
32 C -0.172 4.105 -0.749  -0.864
33 C 6.330 -1.653 3.172  -1.158
34 C 7.266 0.424 4.226  -1.258
35 C -0.727 -3.771 2.002  0.238
36 C -2.606 -0.382 5.377  1.720
37 C -5.419 -1.473 -3.452  -1.819
38 C 1.018 5.014 -0.927  2.754
39 C -5.403 1.661 3.727  -2.380
40 C 5.102 -0.868 2.707  2.008
41 C 2.706 -0.894 -6.146  -1.065
42 C 5.717 2.044 5.141  -1.960
43 C -2.208 -5.750 2.132  -1.781
44 C 0.670 -3.243 1.730  -0.436
45 C 1.499 -6.113 -0.645  -2.269
46 C -0.730 -5.309 2.277  1.522
47 C -4.238 -1.700 -1.268  -1.476
48 C 0.259 1.738 -4.788  -1.611
49 C -2.833 0.340 -1.253  1.187
50 C -0.217 -5.594 3.713  -1.776
51 C 3.875 -1.738 2.963  -1.883
52 C 2.129 4.651 0.038  -1.906
53 C -0.150 6.860 0.397  1.468
54 C 1.666 -1.964 -6.346  -0.994
55 C 1.521 4.810 -2.373  -2.348
56 C 1.282 1.749 -7.100  -1.862
57 C 1.408 -5.440 0.752  1.812
58 C 6.276 2.104 2.653  -1.657
59 C -0.680 -2.535 -6.747  -1.889
60 C -2.607 -0.498 6.903  -2.067
61 C 2.677 -5.756 1.547  -1.829
62 C -1.175 -0.290 4.763  -0.859
63 C -3.689 -1.748 3.484  0.568
64 C -1.322 5.850 0.605  -1.644
65 C -6.705 -1.359 -1.341  -2.001
66 C -5.385 -0.956 -2.001  1.763
67 C -2.874 -1.142 -1.483  0.633
68 C 5.212 -0.456 1.215  -1.768
69 C 0.839 0.896 -5.945  1.773
70 C 2.089 0.244 -5.347  -0.285
71 C 6.011 1.230 3.888  1.659
72 C -0.752 8.255 0.161  -1.992
73 H -3.999 -2.083 5.532  0.572
74 H 3.269 0.638 4.434  0.295
75 H 0.605 -4.907 3.911  0.366
76 H -0.291 -7.697 0.688  0.355
77 H 2.393 5.417 -2.615  0.620
78 H 8.125 1.101 4.157  0.443
79 H -6.756 -2.420 -1.109  0.382
80 H 0.619 -2.241 -9.005  0.458
81 H -1.069 -3.308 2.933  -0.217
82 H 1.969 2.546 -6.821  0.414
83 H 6.163 -2.080 4.162  0.449
84 H 0.703 5.973 2.190  0.338
85 H -2.932 0.552 -0.185  -1.149
86 H -1.534 8.409 0.911  0.429
87 H 3.541 -1.177 -5.499  0.468
88 H -0.563 -3.157 -2.601  0.450
89 H 8.389 -1.391 3.686  0.438
90 H 1.428 1.807 1.548  0.091
91 H 1.786 3.774 -2.595  0.160
92 H 1.611 -7.188 -0.483  0.624
93 H -7.511 -1.061 -2.015  0.422
94 H -3.621 -0.713 7.243  0.466
95 H 1.743 1.137 -7.879  0.265
96 H 1.716 7.274 1.495  0.346
97 H -2.301 -6.834 2.215  0.471
98 H -0.325 -3.510 -7.090  0.436
99 H -6.049 1.475 4.585  0.525
100 H -0.935 -2.736 -5.704  0.101
101 H -6.889 -0.783 -0.429  0.361
102 H 1.991 -0.117 -4.322  -0.664
103 H -1.460 -3.578 1.220  -0.241
104 H -2.504 1.920 -3.588  0.056
105 H -1.016 -5.500 4.447  0.432
106 H -2.371 -2.470 5.035  0.254
107 H -3.736 2.439 -0.300  -0.039
108 H 0.395 -3.950 -0.212  -0.430
109 H -1.602 -2.273 -7.269  0.545
110 H 3.124 -0.596 -7.112  0.444
111 H -0.613 2.340 -5.063  0.521
112 H 1.355 -3.414 2.565  0.494
113 H 4.919 2.780 5.017  0.327
114 H 1.125 0.046 -2.445  -1.107
115 H -2.402 0.699 2.347  -0.360
116 H -1.801 3.658 0.616  -0.215
117 H -5.097 2.702 3.846  0.369
118 H -3.869 1.209 1.607  0.038
119 H 1.351 -0.651 -8.805  0.317
120 H 0.111 7.509 2.416  0.442
121 H 0.638 -2.173 1.516  -0.467
122 H 6.587 2.563 5.536  0.402
123 H -3.461 0.495 -4.108  -0.049
124 H 2.351 -0.816 0.163  -0.502
125 H 0.016 1.136 -3.914  -0.123
126 H -4.211 -2.766 -1.516  0.551
127 H -3.005 -1.596 2.640  -0.389
128 H 6.227 -0.320 0.837  0.351
129 H 1.129 0.110 1.889  -0.414
130 H 7.272 0.125 5.277  0.428
131 H 4.910 -1.366 0.686  0.584
132 H 6.618 -2.424 2.455  0.397
133 H -6.234 -0.969 -3.988  0.405
134 H 2.976 -6.803 1.552  0.408
135 H -5.655 -0.931 3.879  0.358
136 H -3.084 3.247 -1.708  0.101
137 H 3.487 -5.077 1.268  0.335
138 H -0.914 0.748 4.548  0.034
139 H -0.242 1.272 1.737  -0.326
140 H 2.869 1.008 -5.242  0.627
141 H 2.087 -3.462 0.134  0.821
142 H 0.703 5.028 -3.065  0.559
143 H -0.425 -0.888 -8.939  0.357
144 H -0.487 -0.709 5.494  0.526
145 H 1.594 -2.506 -5.400  0.112
146 H -1.799 0.609 -1.496  -0.125
147 H -0.370 4.029 1.397  0.191
148 H 5.318 1.331 5.867  0.476
149 H -5.673 -2.528 -3.566  0.457
150 H -1.867 6.069 1.527  0.469
151 H 2.464 3.609 -0.078  0.270
152 H 3.927 -2.166 3.965  0.526
153 H 4.646 0.427 0.929  0.173
154 H 0.200 -2.030 -3.654  -0.102
155 H 0.913 2.547 -4.449  0.306
156 H 2.951 -1.168 2.871  0.047
157 H 2.468 -1.050 -2.293  0.585
158 H 3.790 -2.586 2.278  0.329
159 H 0.174 3.062 -0.766  -0.519
160 H -1.943 -0.214 -6.317  0.350
161 H -4.450 -1.700 -0.190  -0.014
162 H -2.658 -5.308 3.024  0.274
163 H -0.852 4.042 -1.606  0.468
164 H -1.170 -0.853 3.832  -0.085
165 H -4.553 -1.229 -4.069  0.184
166 H 5.338 2.559 2.324  0.238
167 H 3.036 5.228 -0.151  0.390
168 H 2.384 -5.846 -1.224  0.360
169 H 7.826 -0.404 2.307  0.318
170 H 1.874 4.598 1.097  0.270
171 H 1.122 7.478 -2.224  0.337
172 H -4.127 2.062 -3.996  0.485
173 H -2.278 2.040 4.890  0.409
174 H -1.273 8.363 -0.790  0.425
175 H -2.924 2.268 2.714  0.882
176 H -2.434 -1.367 -2.466  -0.140
177 H 1.078 -3.402 -2.985  0.518
178 H 2.576 -5.518 2.613  0.313
179 H 6.940 2.971 2.775  0.464
180 H -2.011 -1.308 7.331  0.398
181 H -2.153 -1.715 -0.889  -0.301
182 H -5.967 1.573 2.798  0.344
183 H 0.192 -6.603 3.714  0.358
184 H 0.424 2.168 -7.635  0.408
185 H -2.019 6.121 -0.193  0.395
186 H 6.791 1.662 1.798  0.306
187 H -4.197 -2.656 3.142  0.554
188 H -6.739 1.530 -1.701  0.325
189 H -2.245 0.416 7.377  0.390
190 H 0.557 -5.965 -1.170  0.320
191 H -2.736 -5.402 1.247  0.360
192 H 2.035 -2.730 -7.039  0.583
193 H 2.629 0.719 -0.585  0.453
194 H -5.188 -0.653 2.339  0.173
195 H -0.008 9.024 0.362  0.395
196 H -4.801 3.096 -1.584  0.526